97
Properties=species:S:1:pos:R:3 method="wB97M-V/def2-TZVPD" charge=-2 relative_energy_kj_mol=0.00 e_lumo_ev="3.73 / 3.73" e_tot_ev=-151213.7229 orbital_gap_ev="5.37 / 4.32" spin_multiplicity=1
La 0.00237 0.99510 -0.87121
O 1.52141 -0.52464 -1.86596
C 2.58344 -0.76833 -2.53449
C 3.29937 -1.98347 -2.33537
C 4.42829 -2.28518 -3.05469
C 4.93071 -1.39864 -4.02421
C 4.26035 -0.21104 -4.22694
C 3.10989 0.13354 -3.50182
C 2.53690 1.44755 -3.74581
N 1.55975 2.01337 -3.15634
C 1.30066 3.38347 -3.62225
C 0.10004 4.01111 -2.93963
N 0.15973 3.76094 -1.51012
C 0.38024 4.76267 -0.75645
C 0.52976 4.75546 0.69135
C 0.94867 5.93752 1.30938
C 1.13630 6.03615 2.67563
C 0.90106 4.89414 3.45318
C 0.47117 3.71782 2.87934
C 0.23299 3.60042 1.47535
O -0.25217 2.52696 0.99277
H 2.89847 -2.66558 -1.59248
H 4.94269 -3.22372 -2.87248
H 5.81965 -1.64135 -4.59337
H 4.62842 0.49831 -4.96452
H 3.06480 2.01055 -4.53163
H 1.13604 3.39595 -4.70397
H 2.18109 4.00406 -3.41405
H -0.81243 3.56595 -3.33050
H 0.09176 5.08583 -3.16512
H 0.49009 5.75414 -1.21784
H 1.13902 6.80170 0.67651
H 1.46332 6.96226 3.13074
H 1.06137 4.93376 4.52657
H 0.33018 2.82134 3.47625
Br -2.82672 -1.57008 6.54423
C -1.71988 -1.17022 5.03626
C -0.35458 -1.03310 5.20207
C 0.43989 -0.72831 4.10268
C -0.11263 -0.53919 2.81718
C -1.51484 -0.65695 2.70379
C -2.30169 -0.99092 3.78762
N 0.64054 -0.19448 1.72771
C 1.91202 -0.56097 1.67231
C 2.86644 0.07838 0.84695
C 4.19193 -0.42362 0.76236
C 5.13938 0.25753 0.04871
C 4.78474 1.45887 -0.59323
C 3.46680 1.86622 -0.50200
N 2.51370 1.21760 0.16936
H 0.08901 -1.15418 6.18242
H 1.50486 -0.58454 4.24092
H -1.95733 -0.52025 1.72748
H -3.36998 -1.11684 3.66296
H 2.27433 -1.41206 2.25463
H 4.43041 -1.35011 1.27252
H 6.14854 -0.13159 -0.03517
H 5.49868 2.02928 -1.17336
H 3.14477 2.77256 -1.00943
C -1.21315 -1.09121 -0.41719
C -1.50050 -2.24960 -0.75653
C -1.83768 -3.51040 -1.22704
C -3.14433 -4.07277 -0.91851
C -3.96452 -3.44466 0.04170
C -5.22122 -3.93243 0.35069
C -5.72334 -5.06705 -0.28359
C -4.93952 -5.69188 -1.24725
C -3.67791 -5.20772 -1.56337
C -0.85370 -4.18295 -2.10743
C -0.57748 -5.55211 -2.01907
C 0.37896 -6.14472 -2.83380
C 1.08797 -5.37897 -3.75210
C 0.84058 -4.01280 -3.83174
C -0.11515 -3.42065 -3.01812
H -3.58356 -2.55628 0.53127
H -5.82401 -3.41895 1.09132
H -6.70959 -5.44645 -0.04086
H -5.32037 -6.56379 -1.76768
H -3.10761 -5.69244 -2.34371
H -1.09763 -6.14977 -1.28002
H 0.57872 -7.20670 -2.74313
H 1.84236 -5.83611 -4.38190
H 1.40669 -3.39753 -4.52156
H -0.28591 -2.34963 -3.06128
I -2.08089 1.03939 -3.21849
S -3.68375 3.87703 0.68988
C -3.63243 3.22388 2.21589
N -2.71796 3.49090 3.17560
C -2.83662 2.60585 4.33053
C -4.24004 2.01079 4.13363
N -4.48419 2.29393 2.72537
H -1.81600 3.83929 2.88916
H -2.76413 3.16742 5.26067
H -2.06776 1.83123 4.32702
H -4.97838 2.49613 4.77899
H -4.25386 0.94288 4.33863
H -5.34588 2.10769 2.24919